1.
The ion C7H8N3O5 with charge -1. Source: OMol25; level of theory: ωB97M-V/def2-TZVPD.

Positions of all 23 atoms, in Å:
H -0.225 3.144 -1.576
N 0.390 2.328 -1.443
C 0.244 1.759 -0.361
N -0.518 2.167 0.701
O -1.011 3.353 0.715
C 0.898 0.499 -0.077
C 0.122 -0.576 0.048
C -1.324 -0.601 -0.106
C -2.031 0.524 -0.024
N -3.352 0.957 -0.270
O -3.570 1.508 -1.377
O -4.202 0.958 0.658
O -1.959 -1.810 -0.355
C -3.332 -1.970 0.018
O 2.214 0.477 0.224
C 3.024 1.619 -0.155
H 0.349 -1.685 0.226
H -3.559 -1.448 0.948
H -3.559 -3.071 0.199
H -3.952 -1.658 -0.715
H 2.386 2.557 -0.181
H 3.304 1.434 -1.165
H 3.771 1.823 0.622

Summary:
- 2S+1: 1
- M: 214.157 g/mol
- Total charge: -1
- Energy above the lowest of the compared OMol25 structures with the same formula, charge and spin: 647.7 kJ/mol
- E_tot: -22087.90141 eV
- SMILES string: [H]/N=C(N=O)/C(=C\C(=C=[N+]([O-])[O-])OC)OC
- Orbital gap (alpha / beta): 6.8 / 7.1 eV



2.
An isolated molecule of C7H8N3P. Source: OMol25; level of theory: ωB97M-V/def2-TZVPD.

Positions of all 19 atoms, in Å:
C -3.217 0.267 -0.739
C -3.137 0.481 0.647
C -2.108 -0.491 -1.119
C -2.079 -0.056 1.211
C 2.592 0.181 -0.133
C -1.214 -0.779 0.065
C 3.978 0.869 -0.013
N 2.494 -1.033 0.360
N 1.516 -1.656 0.581
N 0.178 -0.381 -0.006
P 0.937 0.802 -0.592
H -3.997 0.519 -1.443
H -4.013 0.962 1.202
H -1.927 -0.860 -2.136
H -1.877 -0.086 2.235
H -1.144 -1.903 -0.013
H 4.323 1.127 -1.016
H 4.721 0.234 0.294
H 3.975 1.802 0.617

Summary:
- 2S+1: 1
- M: 165.136 g/mol
- Energy above the lowest of the compared OMol25 structures with the same formula, charge and spin: 130.2 kJ/mol
- E_tot: -21143.21874 eV
- Orbital gap: 8.4 eV



3.
An isolated molecule of C7H8N4. Source: OMol25; level of theory: ωB97M-V/def2-TZVPD.

Positions of all 19 atoms, in Å:
H -3.849 3.291 -1.096
N -3.403 3.365 -0.161
N -2.412 2.536 -0.120
N -1.747 2.442 1.017
C -0.686 1.650 1.026
C 0.185 0.826 0.341
N 1.039 -0.168 0.078
C 2.306 0.063 -0.463
C 2.752 -1.127 -0.943
C 1.837 -2.115 -0.634
C 0.819 -1.537 0.018
C -0.527 -2.159 0.404
H -1.983 2.924 1.881
H 2.705 1.053 -0.423
H 3.835 -1.184 -1.044
H 1.749 -3.132 -1.077
H -0.863 -2.141 1.379
H -1.179 -1.491 -0.101
H -0.579 -3.096 -0.081

Summary:
- 2S+1: 1
- M: 148.169 g/mol
- Energy above the lowest of the compared OMol25 structures with the same formula, charge and spin: 593.8 kJ/mol
- E_tot: -13343.02217 eV
- SMILES string: [H]/N=N/NC#Cn1cccc1C
- Orbital gap: 9.0 eV



> energy above the lowest of the compared OMol25 structures with the same formula, charge and spin of number 2 (C7H8N3P)?

130.2 kJ/mol



> 2S+1 of number 1 (C7H8N3O5)?

1



> Which formula does entry 1 have?

C7H8N3O5